Entry 1:
Computed, not measured: C30H25N3SSb2Se4Sn as an isolated structure, with wB97M-V/def2-TZVPD.

As for the spin multiplicity: 1. The calculation puts the molar mass at 1137.69 g mol⁻¹. The largest force on an atom comes out at 1.01 eV/A. The calculation puts the HOMO energy at -6.85 eV. The value obtained for the total energy is -327110.86328 eV. The calculation puts the LUMO energy at -0.0284 Eh. The calculation puts the energy above the lowest of the compared OMol25 structures with the same formula, charge and spin at 119.7 kJ/mol.

Structure (XYZ):
```
66
Properties=species:S:1:pos:R:3:lowdin_charge:R:1
Sn 0.24159 1.36913 3.43213 0.438
C -4.08427 -1.50439 -1.12375 -0.031
N -3.56692 -0.69415 -0.02896 -0.196
C -4.44422 -0.42544 1.10840 -0.023
C -2.26383 -0.56575 0.08689 -0.275
N -1.11818 -0.39859 0.07508 0.182
H -4.36703 -2.50383 -0.78120 0.094
H -3.32651 -1.59859 -1.89901 0.090
H -4.96216 -1.02059 -1.55199 0.091
H -4.36234 -1.19250 1.87935 0.088
H -5.46988 -0.38125 0.74588 0.092
H -4.18629 0.53538 1.54988 0.089
Se -1.26442 0.53839 7.52257 -0.094
Sb -2.28375 0.92397 5.16570 0.250
Se -1.20180 -0.91506 3.90776 -0.076
Se -3.49979 0.22886 8.17875 -0.116
Se -4.39732 -0.29389 6.10283 -0.106
N -1.52549 4.57396 -5.25750 0.153
C -1.67018 4.36016 -4.13635 -0.194
C -1.81209 4.06066 -2.74655 -0.239
C -1.28096 4.92238 -1.78398 -0.020
C -1.31978 4.57149 -0.44942 -0.011
C -1.87668 3.34757 -0.05828 -0.237
C -2.47245 2.52540 -1.01959 -0.019
C -2.44471 2.88155 -2.35194 -0.020
C -1.66226 2.86131 1.26259 -0.164
C -1.28631 2.37973 2.31410 -0.369
H -0.82268 5.85194 -2.09368 0.120
H -0.88520 5.21364 0.30375 0.122
H -2.92549 1.59379 -0.70958 0.086
H -2.88932 2.24088 -3.10137 0.119
S 1.61177 1.65734 1.26695 0.060
Sb 1.64981 -0.39575 0.20067 1.322
C 0.93913 -0.45621 -1.80897 -0.363
C 1.15042 0.67541 -2.58050 -0.114
C 0.80632 0.65999 -3.92543 -0.071
C 0.26839 -0.48652 -4.49163 -0.078
C 0.05695 -1.61511 -3.71061 -0.084
C 0.38925 -1.60314 -2.36390 -0.133
C 3.72561 -0.47913 -0.32788 -0.349
C 4.49847 0.67518 -0.28859 -0.141
C 5.82109 0.63721 -0.70733 -0.080
C 6.37201 -0.54865 -1.17000 -0.084
C 5.59869 -1.69947 -1.21972 -0.086
C 4.27707 -1.66538 -0.80143 -0.123
C 1.32846 -1.96079 1.59549 -0.384
C 0.52896 -3.06126 1.32660 -0.135
C 0.36227 -4.03316 2.30212 -0.081
C 0.96603 -3.88563 3.54233 -0.085
C 1.74801 -2.77172 3.81117 -0.102
C 1.94043 -1.80877 2.83197 -0.194
H 1.56724 1.56836 -2.12629 0.101
H 0.97763 1.54158 -4.53113 0.110
H 0.01024 -0.49905 -5.54243 0.106
H -0.35223 -2.51481 -4.15289 0.104
H 0.19886 -2.47735 -1.75398 0.085
H 4.06295 1.59557 0.07924 0.049
H 6.42302 1.53578 -0.66372 0.105
H 7.40586 -0.57756 -1.48844 0.104
H 6.02928 -2.62478 -1.58057 0.104
H 3.67853 -2.56964 -0.84473 0.100
H 0.03628 -3.16412 0.36889 0.083
H -0.25447 -4.89854 2.09755 0.108
H 0.83759 -4.64775 4.29925 0.111
H 2.20251 -2.64225 4.78408 0.116
H 2.56825 -0.94603 3.03133 0.094
```

***

Entry 2:
Computed, not measured: a 7-piece molecular cluster, C6H24FN12O6 overall, with wB97M-V/def2-TZVPD.

As for the spin multiplicity: 1. The calculation puts the molar mass at 379.33 g mol⁻¹. As for the charge: -1. The largest force on an atom comes out at 6.97 eV/A. The calculation puts the HOMO energy at -6.06 eV. The value obtained for the total energy is -39501.26849 eV. The calculation puts the LUMO energy at 0.0874 Eh. The calculation puts the energy above the lowest of the compared OMol25 structures with the same formula, charge and spin at 434.7 kJ/mol.

Structure (XYZ):
```
49
Properties=species:S:1:pos:R:3:lowdin_charge:R:1
F -0.15597 -0.25196 0.39863 -0.498
C -0.09632 -3.30628 -1.79379 -0.811
O -0.44002 -4.38059 -2.19288 0.037
N 1.12083 -2.82505 -1.78458 0.168
N -0.89580 -2.40875 -1.31964 0.155
H 0.95072 -1.85855 -1.54573 0.058
H 1.84343 -3.09192 -2.43784 0.123
H -1.86295 -2.69863 -1.29335 0.116
H -0.62820 -1.85816 -0.51632 0.059
C -0.25192 3.29368 1.95790 -0.794
O 0.00652 4.22020 2.68045 0.032
N 0.59290 2.39307 1.63145 0.153
N -1.38162 2.92793 1.35408 0.158
H 1.56510 2.47025 1.89409 0.122
H 0.28687 1.54323 1.17955 0.054
H -2.22448 3.46513 1.49937 0.110
H -1.36671 1.97738 1.01299 0.074
C 2.53535 0.71832 -1.85593 -0.842
O 2.25421 -0.18705 -2.60448 0.034
N 3.51152 1.51006 -2.09014 0.161
N 2.00110 0.96031 -0.71673 0.182
H 4.00043 1.35560 -2.96033 0.117
H 3.66195 2.40085 -1.63852 0.111
H 2.32890 1.74898 -0.17764 0.102
H 1.16732 0.46381 -0.43672 0.041
C -2.70675 1.80581 -2.48586 -0.820
O -3.58604 0.97862 -2.36059 0.035
N -2.78520 2.96492 -3.06825 0.139
N -1.52591 1.73909 -2.01422 0.179
H -2.06325 3.67008 -3.10922 0.106
H -3.70752 3.25693 -3.35833 0.112
H -1.40004 0.94767 -1.39947 0.103
H -0.90854 2.49720 -2.26765 0.117
C -2.29081 -1.55097 3.23643 -0.748
O -1.16210 -1.78952 3.63682 0.026
N -2.44438 -0.75116 2.18048 0.155
N -3.42687 -1.90045 3.82633 0.142
H -3.32392 -0.83056 1.69037 0.097
H -1.64301 -0.60394 1.58364 0.050
H -4.30384 -1.40889 3.72934 0.103
H -3.33374 -2.74444 4.37324 0.107
C 3.03288 -2.12375 1.17998 -0.816
O 3.66049 -2.88361 1.84582 0.018
N 3.46304 -1.74482 0.00321 0.173
N 1.90574 -1.63198 1.66027 0.182
H 4.39272 -1.96990 -0.32102 0.120
H 2.63976 -1.48271 -0.51988 0.048
H 1.19738 -1.22865 1.06392 0.036
H 1.79677 -1.79681 2.65076 0.112
```

***

Entry 3:
Computed, not measured: C4H4N4 in the gas phase, with wB97M-V/def2-TZVPD.

As for the spin multiplicity: 1. As for the SMILES: Cn1cnc(C#N)n1. The calculation puts the molar mass at 108.10 g mol⁻¹. The largest force on an atom comes out at 5.62 eV/A. The calculation puts the HOMO energy at -10.18 eV. The value obtained for the total energy is -10171.89311 eV. The calculation puts the LUMO energy at 0.0208 Eh. The calculation puts the energy above the lowest of the compared OMol25 structures with the same formula, charge and spin at 91.2 kJ/mol.

Structure (XYZ):
```
12
Properties=species:S:1:pos:R:3:lowdin_charge:R:1
C 0.07613 1.89927 -0.21060 -0.053
N 0.14774 0.54220 -0.22649 -0.163
C 0.35471 -0.43395 -1.20304 -0.133
N 0.22417 -1.61559 -0.76801 0.138
C -0.04189 -1.40243 0.56998 -0.347
C -0.48458 -2.37719 1.52068 -0.158
N -0.94030 -3.11255 2.24182 0.163
N -0.08303 -0.12980 0.89073 0.148
H -0.30639 2.36304 -1.09805 0.094
H -0.63592 2.22322 0.55183 0.110
H 1.03613 2.31001 -0.07557 0.084
H 0.65322 -0.26624 -2.19330 0.115
```

***

Entry 4:
Computed, not measured: C43H37MnN3O6P as an isolated structure, with wB97M-V/def2-TZVPD.

As for the spin multiplicity: 6. The calculation puts the molar mass at 777.70 g mol⁻¹. As for the charge: -1. The expectation value of S² is 8.755. The largest force on an atom comes out at 1.74 eV/A. The calculation puts the HOMO energy (alpha / beta) at -3.27 / -3.27 eV. The value obtained for the total energy is -102558.79809 eV. The calculation puts the LUMO energy (alpha / beta) at 0.0743 / 0.0732 Eh.

Structure (XYZ):
```
91
Properties=species:S:1:pos:R:3:lowdin_charge:R:1
Mn -0.12473 0.18669 0.41526 0.829
O -5.21465 3.82219 0.19697 0.068
C -4.05490 3.12297 0.28687 -0.281
C -3.67743 2.47014 1.45903 0.069
C -2.49496 1.76297 1.45996 -0.166
N -1.72817 1.69555 0.38149 0.058
C -2.06057 2.34007 -0.72719 -0.158
C -3.22090 3.07980 -0.82395 0.079
C -1.01783 2.18330 -1.84198 -0.605
O -1.17027 2.80522 -2.88902 0.024
O -0.06049 1.39855 -1.52476 -0.128
C -1.91666 1.03101 2.67140 -0.599
O -2.51907 1.07671 3.73708 0.038
O -0.79666 0.45830 2.43387 -0.135
H -5.69962 3.73318 1.02270 0.105
H -4.28206 2.49735 2.35799 0.126
H -3.47505 3.57811 -1.74828 0.130
C 2.38666 1.82745 2.68675 -0.055
C 2.39058 2.65012 1.39633 -0.372
C 1.05501 3.36652 1.20933 -0.052
C 2.74331 1.77598 0.17348 -0.258
C 4.26035 1.56506 0.06766 -0.090
O 4.41598 0.16021 -0.10355 -0.012
C 3.18308 -0.40933 -0.00286 -0.287
N 2.21206 0.40200 0.18990 0.119
C 3.21319 -1.86444 -0.17559 -0.122
C 4.48581 -2.45610 -0.26734 -0.015
C 4.64643 -3.81168 -0.44391 -0.074
C 3.52892 -4.62502 -0.57877 -0.058
C 2.27124 -4.05802 -0.51154 -0.061
C 2.08587 -2.69518 -0.28876 -0.262
P 0.34441 -2.13460 -0.10711 1.140
C -0.20408 -2.70380 -1.76941 -0.322
C -0.60699 -3.95490 -2.21825 -0.079
C -0.93478 -4.14631 -3.55304 -0.075
C -0.84422 -3.10338 -4.46186 -0.092
C -0.40030 -1.86164 -4.03566 -0.087
C -0.08286 -1.66560 -2.70193 -0.123
C -0.09726 -3.03885 1.48514 -0.374
C 0.91893 -2.44143 2.43397 -0.099
C 0.88374 -2.42467 3.76912 -0.078
C -0.14608 -2.96624 4.64032 -0.094
C -1.24244 -3.61062 4.23883 -0.036
C -1.60006 -3.89256 2.81955 -0.187
H 2.30068 2.48291 3.55345 0.083
H 3.30418 1.24047 2.78898 0.078
H 1.53570 1.14519 2.69397 0.057
H 3.17979 3.40901 1.45984 0.131
H 0.25782 2.63769 1.07534 0.042
H 1.07061 4.01065 0.32862 0.089
H 0.81520 3.97079 2.08526 0.087
H 2.34888 2.25452 -0.72753 0.143
H 4.78142 1.86611 0.98045 0.122
H 4.70635 2.08044 -0.78248 0.129
H 5.35343 -1.81932 -0.18798 0.113
H 5.64162 -4.23478 -0.48923 0.102
H 3.64277 -5.69123 -0.72602 0.106
H 1.39637 -4.68646 -0.62416 0.100
H -0.68780 -4.78419 -1.53419 0.079
H -1.26998 -5.12312 -3.88050 0.101
H -1.11628 -3.25540 -5.49935 0.098
H -0.31567 -1.03852 -4.73402 0.109
H 0.25250 -0.68618 -2.37558 0.074
H 1.77371 -1.95217 1.97940 0.075
H 1.70390 -1.92934 4.27812 0.099
H 0.00772 -2.80710 5.70208 0.092
H -1.95402 -3.94372 4.98663 0.101
H -2.53005 -4.45368 2.77130 0.136
C -5.86148 -1.24170 -2.67281 -0.130
C -4.54743 -1.15950 -3.10748 -0.100
C -3.49888 -1.30515 -2.21409 -0.020
C -3.73590 -1.54400 -0.85632 -0.311
C -5.07105 -1.65011 -0.43269 -0.045
C -6.11370 -1.49561 -1.32890 -0.112
N -2.70509 -1.60028 0.07117 0.088
C -2.47426 -2.74724 0.68903 -0.311
C -1.55432 -2.65729 1.89346 -0.164
C -0.46967 -4.52042 1.93151 -0.182
C -1.11558 -5.49167 1.00556 -0.137
C -2.27522 -5.23006 0.35795 -0.178
C -2.91629 -3.97636 0.18596 -0.083
H -6.68110 -1.10908 -3.36850 0.084
H -4.32975 -0.96340 -4.15124 0.095
H -2.47437 -1.24009 -2.55355 0.081
H -5.27050 -1.83479 0.61636 0.112
H -7.13581 -1.56203 -0.97198 0.090
H -1.65612 -1.68915 2.37752 0.128
H 0.34858 -4.98799 2.48040 0.136
H -0.70378 -6.49522 0.98136 0.077
H -2.70822 -6.04922 -0.21173 0.098
H -3.67925 -3.93520 -0.58275 0.091
```

***

Entry 5:
Computed, not measured: C30H52FN5PSSiY as an isolated structure, with wB97M-V/def2-TZVPD.

As for the spin multiplicity: 1. The calculation puts the molar mass at 681.81 g mol⁻¹. As for the charge: +2. The largest force on an atom comes out at 0.75 eV/A. The calculation puts the HOMO energy at -13.18 eV. The value obtained for the total energy is -71157.82945 eV. The calculation puts the LUMO energy at -0.1971 Eh. The calculation puts the energy above the lowest of the compared OMol25 structures with the same formula, charge and spin at 1.3 kJ/mol.

Structure (XYZ):
```
92
Properties=species:S:1:pos:R:3:lowdin_charge:R:1
Y -0.40187 -0.47125 -0.35354 1.232
C -0.54736 -3.44055 0.52267 -0.162
Si -2.38123 -3.06276 0.10435 0.418
C -2.89870 -4.17402 -1.30834 -0.151
C -3.37747 -3.31835 1.66238 -0.149
N -2.31002 -1.37512 -0.37490 -0.246
C -3.43963 -0.57829 -0.44579 -0.333
C -4.76518 -1.01950 -0.53557 -0.020
C -5.81771 -0.11689 -0.53187 -0.052
C -5.60048 1.25206 -0.44456 -0.057
C -4.30034 1.73844 -0.38340 0.002
C -3.29882 0.80906 -0.40655 -0.179
F -1.94120 1.26340 -0.33409 -0.102
H -0.50346 -3.86629 1.52706 0.052
H 0.15119 -2.58735 0.60467 -0.051
H -0.08649 -4.15195 -0.16425 0.042
H -2.76900 -5.22696 -1.04705 0.046
H -2.30441 -3.97865 -2.20453 0.019
H -3.94786 -4.03471 -1.57651 0.036
H -3.28529 -4.35611 1.99276 0.048
H -4.44002 -3.11296 1.53268 0.035
H -3.01336 -2.68276 2.47265 0.042
H -4.96788 -2.08083 -0.60538 0.100
H -6.83044 -0.49243 -0.59177 0.119
H -6.43268 1.94065 -0.42331 0.118
H -4.07668 2.79506 -0.32350 0.131
C 5.01886 -0.61730 1.74958 0.019
C 3.70915 -0.34608 2.38209 -0.300
N 3.49430 -0.11487 3.62869 0.165
N 2.15096 0.06826 3.73852 0.065
C 1.49775 -0.04190 2.58814 -0.728
S -0.15964 0.11887 2.30973 0.684
N 2.49363 -0.31284 1.69682 -0.082
N 2.26652 -0.48969 0.32924 0.082
H 5.78624 -0.58838 2.51827 0.104
H 5.25604 0.13540 0.99519 0.095
H 5.03502 -1.60343 1.28107 0.093
H 1.74351 0.26900 4.64085 0.180
H 2.71851 0.26710 -0.18614 0.117
H 2.70459 -1.36276 0.03133 0.111
C -2.73580 -0.89130 -5.75761 -0.180
C -2.27703 -2.06755 -4.90113 -0.178
C -0.85565 -1.82875 -4.35827 -0.197
C -0.56464 -0.32288 -4.17505 -0.432
C -1.85856 0.37583 -3.73594 -0.217
C -2.86651 0.37544 -4.89569 -0.163
P 0.74057 -0.10722 -2.90889 1.028
C 1.45192 1.59705 -2.97784 -0.428
C 0.69138 2.51981 -2.00602 -0.247
C 1.11722 3.96755 -2.23371 -0.177
C 0.63599 4.44821 -3.61334 -0.170
C 0.53348 3.29820 -4.62886 -0.179
C 1.60028 2.23632 -4.37786 -0.179
C 2.17656 -1.21046 -3.26178 -0.447
C 2.64496 -1.22677 -4.73051 -0.180
C 3.50611 -2.46896 -5.01849 -0.175
C 4.31450 -2.85866 -3.78490 -0.185
C 3.37860 -3.33152 -2.65690 -0.177
C 2.00491 -2.64181 -2.73884 -0.227
H -3.68563 -1.11563 -6.24090 0.119
H -2.01516 -0.73049 -6.56415 0.119
H -2.29395 -2.99475 -5.47384 0.120
H -2.97565 -2.20044 -4.06956 0.109
H -0.11494 -2.26845 -5.02932 0.111
H -0.75411 -2.34216 -3.39199 0.082
H -0.22181 0.10971 -5.11887 0.120
H -1.68728 1.39984 -3.39320 0.088
H -2.27324 -0.18195 -2.88606 0.086
H -2.71693 1.26278 -5.51344 0.115
H -3.87343 0.44706 -4.48040 0.118
H 2.46098 1.45549 -2.57122 0.104
H 0.89580 2.22066 -0.96333 0.090
H -0.39118 2.44035 -2.15083 0.088
H 2.20787 4.02303 -2.16902 0.120
H 0.72416 4.61265 -1.44795 0.118
H 1.32108 5.21192 -3.98210 0.117
H -0.33876 4.92821 -3.51606 0.116
H 0.63645 3.68574 -5.64206 0.122
H -0.45976 2.83884 -4.58334 0.098
H 2.58572 2.70382 -4.44309 0.128
H 1.57421 1.47404 -5.15856 0.095
H 2.97431 -0.74875 -2.66081 0.099
H 3.21660 -0.31816 -4.93130 0.116
H 1.78523 -1.21273 -5.40535 0.101
H 4.16245 -2.26826 -5.86443 0.121
H 2.87046 -3.30802 -5.31246 0.121
H 4.90206 -1.99484 -3.45872 0.114
H 5.03297 -3.64151 -4.02281 0.119
H 3.84450 -3.13286 -1.68505 0.098
H 3.23894 -4.41157 -2.71381 0.119
H 1.51667 -2.65368 -1.75243 0.069
H 1.34395 -3.19830 -3.40410 0.106
```

***

> Among the records above, which one has the highest largest force on an atom?

C6H24FN12O6